Record 1
# C13H17ClMnO6S4

C13H17ClMnO6S4 as an isolated structure (ωB97M-V/def2-TZVPD, the Open Molecules 2025 dataset).

```
42
Properties=species:S:1:pos:R:3:forces:R:3:mulliken_spin:R:1
H -0.695 4.661 1.288 0.0128 0.0220 -0.0031 0.00
H 0.493 5.025 0.050 0.0101 -0.0257 -0.0283 0.00
S 1.673 -0.222 1.074 -0.1669 -0.2157 0.1019 -0.01
C -0.273 4.308 0.346 -0.0729 -0.0391 0.0142 -0.01
O 0.088 0.373 -4.238 0.0047 -0.0042 -0.0633 0.00
C -3.091 1.998 -0.850 0.1534 -0.0009 0.0059 -0.01
C -0.024 2.333 2.365 -0.0014 -0.1258 -0.0627 0.00
H -1.806 1.489 3.245 0.0345 -0.0600 -0.0183 0.00
C 1.822 -1.905 0.577 0.0841 -0.0068 -0.0865 0.01
C 2.121 -4.600 -0.157 -0.0175 -0.0043 0.0329 0.01
H 0.152 -4.437 -0.958 0.0018 -0.0070 0.0015 0.00
C 2.196 -6.031 -0.578 0.0454 0.0259 -0.0826 0.00
C 3.006 -2.592 0.851 -0.0054 0.0112 0.0014 0.02
Mn 0.194 0.666 -0.408 0.0590 0.5658 0.1241 0.98
C 0.946 -3.912 -0.444 0.0019 0.0097 0.0080 0.00
H -2.117 2.645 1.937 -0.0208 0.0376 0.0313 0.00
H 3.763 -6.237 0.505 -0.0064 -0.0102 0.0090 0.00
O 1.393 -6.549 -1.303 -0.0148 -0.0087 0.0303 0.00
H -1.029 3.682 -1.598 0.0049 0.0406 0.0108 0.00
C -1.459 1.848 2.276 0.0635 0.0047 -0.0433 0.00
C -1.347 4.267 -0.740 0.0327 -0.1067 0.0012 0.00
O -0.911 -0.291 -2.160 -0.0415 -0.1764 -0.0392 0.01
H 4.100 -4.395 0.708 -0.0025 -0.0054 0.0007 0.00
S 0.668 2.793 0.756 0.0604 -0.0751 0.0391 0.01
H -3.978 1.915 -1.478 -0.0525 0.0718 0.0572 0.00
O 1.391 0.091 -2.237 0.0335 0.0176 -0.0578 0.00
H -0.143 -2.088 -0.289 0.0153 0.0093 0.0061 -0.01
H -1.482 5.290 -1.095 -0.0487 0.0097 0.0294 0.00
H 0.068 3.169 3.059 -0.0348 0.0626 -0.0670 0.00
O -0.089 1.872 -2.368 -0.1106 -0.1245 -0.1716 0.01
C -3.163 0.925 0.227 0.0209 0.0416 0.0384 0.00
H -3.868 1.189 1.016 -0.0442 -0.0020 -0.0403 0.00
H -2.233 1.839 -1.500 -0.0686 -0.0376 -0.0157 0.00
H -3.512 -0.010 -0.214 0.0655 -0.0224 -0.0167 0.00
H 0.634 1.536 2.712 0.0052 0.0220 0.0489 0.00
H 3.821 -2.071 1.335 -0.0039 0.0038 0.0032 0.00
Cl 0.127 0.496 -2.841 0.0992 0.0657 0.1255 0.00
O 3.237 -6.760 -0.111 -0.0063 0.0000 0.0198 0.00
C 3.148 -3.920 0.494 0.0082 -0.0112 -0.0143 0.00
C 0.793 -2.589 -0.074 -0.0125 0.0007 0.0002 0.00
S -1.610 0.487 1.067 -0.1045 0.0532 0.1016 -0.01
S -3.004 3.713 -0.244 0.0199 -0.0057 -0.0320 0.00
```
Forces are in eV/Å.

As for the expectation value of S²: 1.1654. The spin multiplicity is 2. The calculation puts the frontier orbital gap (spin up / spin down) at 7.837 / 8.067 eV. The energy relative to the best compared isomer or geometry (same formula, charge and spin) comes out at 35.3 kJ/mol.



Record 2
# C2H7NS2

A 2-piece molecular cluster, C2H7NS2 overall at a distorted geometry (ωB97M-V/def2-TZVPD, the Open Molecules 2025 dataset).

```
12
Properties=species:S:1:pos:R:3:forces:R:3:mulliken_charge:R:1
N -1.854 -1.208 -1.356 -1.6006 0.7032 -1.3843 -0.50
H -2.571 -2.239 0.273 -0.5214 0.3073 0.1621 0.21
H 1.645 2.195 0.509 -0.0500 0.1429 -0.1900 0.24
C 1.541 1.503 -0.327 0.9032 0.0307 1.1698 -0.72
H -1.576 -0.421 -0.779 1.0335 -0.8211 0.6911 0.25
H 0.649 1.801 -0.866 -0.1147 -0.6262 -0.2169 0.29
S 1.431 0.450 2.523 -0.0523 -0.1623 -0.6751 -0.21
C -2.606 -2.058 -0.806 0.4481 0.1969 0.9587 -0.20
H 2.546 1.191 2.544 0.1471 -0.0635 0.2209 0.16
H -3.333 -2.663 -1.350 0.6731 -0.3846 -0.4163 0.24
H 2.473 1.591 -0.889 -0.3872 0.0318 -0.3668 0.29
S 1.655 -0.142 0.525 -0.4788 0.6450 0.0468 -0.05
```
Forces are in eV/Å.

The spin multiplicity is 1. The calculation puts the frontier orbital gap at 9.418 eV. The energy relative to the best compared isomer or geometry (same formula, charge and spin) comes out at 146.7 kJ/mol. As for the SMILES: C=N.CSS.



Record 3
# C14H32BeN4O6

C14H32BeN4O6 as an isolated structure at a distorted geometry (ωB97M-V/def2-TZVPD, the Open Molecules 2025 dataset).

```
57
Properties=species:S:1:pos:R:3:forces:R:3:mulliken_charge:R:1
H -0.799 4.495 -4.077 -0.3432 -0.0329 0.4923 0.30
H -3.435 -2.811 -1.674 0.6040 -0.1872 0.1678 0.31
N 1.549 -4.019 2.501 -0.7028 -1.0831 0.2698 0.13
H -3.922 2.535 3.153 0.0097 0.0711 -0.9821 0.31
H -1.553 -2.493 -0.193 -0.0464 -0.4401 -0.3746 0.41
N -2.602 1.087 2.071 -0.7927 0.4007 0.4881 0.17
O 0.142 -1.514 -0.615 0.4421 -0.1017 -0.4138 -0.52
H 0.052 1.679 -4.946 -0.6595 0.2815 0.5651 0.29
C 2.733 2.572 2.259 -0.6664 -1.1188 0.2130 -0.45
H -2.740 -0.063 0.364 -0.0423 -0.3849 0.2417 -0.04
H -2.773 -3.024 -3.344 0.1172 -0.3895 0.2354 0.39
H 2.654 -2.803 3.640 0.0374 0.5730 -0.1327 0.28
Be 1.669 0.077 0.426 0.8133 2.7796 2.3202 1.22
H 0.051 -4.857 1.183 -0.4751 0.3115 0.7629 0.31
H 0.486 5.117 -2.950 -0.1295 0.2230 -0.3732 0.34
C -2.879 -2.353 -2.492 0.1977 0.6356 -0.3610 -0.96
C -0.994 -0.889 -3.176 0.1673 0.3992 -0.1004 -0.95
C -1.281 1.226 1.879 1.7669 -0.2950 -0.9738 0.19
H 1.123 -3.718 0.499 0.7628 -0.4057 -0.2725 0.13
H 1.628 2.357 -4.891 0.1932 0.0704 0.1530 0.39
C -3.265 1.672 3.259 0.8904 -0.2153 -0.1748 -0.84
C 0.580 2.886 -1.889 0.3380 -2.2329 0.2103 0.13
H -3.882 0.922 3.755 0.3405 -0.2043 0.1738 0.29
H -2.448 2.037 3.881 -0.1845 -0.3013 0.3852 0.29
O 0.666 1.760 -1.406 -0.0090 0.4566 0.1752 -0.58
H -4.005 1.082 0.594 -0.8055 -0.4552 0.1041 0.34
N -1.576 -1.752 -2.144 0.0222 -0.2460 0.6324 0.21
H 2.095 -4.653 4.432 -0.2018 0.1278 0.0206 0.30
H 0.794 4.522 -4.646 0.4467 0.4772 0.2087 0.28
C 0.832 1.983 -4.248 0.6409 1.0209 1.5387 -0.96
H 3.858 3.663 0.653 -1.0760 0.7264 -0.0834 0.23
C 2.168 -2.839 2.653 -0.1751 1.5031 -1.3107 0.17
C 1.090 -4.530 1.225 -0.6541 0.2392 0.0729 -0.81
O 2.195 -1.925 1.809 0.0036 -1.3297 0.9809 -0.59
H 3.165 3.002 3.163 0.6518 -0.1645 0.3172 0.36
H 4.864 2.740 1.469 0.3995 -1.2997 0.7333 0.33
O 2.113 1.328 2.608 0.5927 0.1243 -2.2926 -0.70
C 3.843 2.666 1.095 -1.0387 -1.1343 -1.2834 -0.45
C 1.484 -4.981 3.592 0.4912 -0.1744 -0.0247 -0.92
H 1.924 3.280 2.080 -0.2832 0.4004 -0.8384 0.18
H -0.379 -0.078 -2.786 0.1399 -0.4206 0.6108 0.03
C -0.936 -1.987 -0.952 -0.5922 1.5133 -0.3335 0.02
H -0.411 -1.434 -3.918 0.0552 -0.2514 0.1004 0.38
C -3.421 0.327 1.121 1.0944 1.1112 0.2214 -0.73
H 1.889 -5.943 3.277 0.2218 -0.0441 -0.2090 0.33
H 1.587 -5.486 1.061 0.6906 0.3679 -0.7262 0.33
H 1.206 1.131 -3.679 -0.0643 0.0426 -0.1809 0.31
H -3.947 -0.434 1.696 -0.3665 0.0332 -0.5043 0.35
H -1.764 -0.349 -3.726 -0.4177 -0.3328 0.1124 0.40
H 0.472 -5.214 3.924 -0.1662 0.4513 -0.0083 0.30
C 0.228 4.394 -3.724 0.4124 -0.5704 -0.6179 -0.93
H -0.701 1.814 2.607 -0.3068 -0.1157 0.1811 0.18
O 3.687 1.754 0.005 -1.0088 -0.4047 1.2518 -0.74
H -3.542 -1.574 -2.869 0.0676 0.3023 0.1099 0.34
H 0.539 3.807 -1.286 -0.0332 -0.1160 -0.0716 0.29
O -0.656 0.741 0.918 -0.8149 -0.1122 0.6241 -0.53
N 0.548 3.070 -3.218 -0.5547 -0.0787 -2.0310 0.16
```
Forces are in eV/Å.

The spin multiplicity is 1. The calculation puts the frontier orbital gap at 5.963 eV. The energy relative to the best compared isomer or geometry (same formula, charge and spin) comes out at 187.8 kJ/mol.



Record 4
# C29H25BrF4N8O4PReS

C29H25BrF4N8O4PReS as an isolated structure (ωB97M-V/def2-TZVPD, the Open Molecules 2025 dataset).

```
74
Properties=species:S:1:pos:R:3:forces:R:3:mulliken_spin:R:1
C -1.707 -1.398 -2.263 -0.0041 -0.0283 0.0431 0.01
C -1.398 -0.492 -3.280 0.0118 0.0426 -0.0189 0.00
F -2.184 -3.654 -1.714 0.0176 0.0135 -0.0047 0.00
H -0.657 -1.063 5.131 -0.0001 -0.0010 -0.0084 0.00
N -0.868 3.851 0.712 0.0292 0.0140 0.0169 0.01
C -4.577 -1.282 -0.999 0.0293 0.0235 0.0216 0.00
C -1.185 -0.919 -4.576 0.0029 -0.0368 -0.0073 0.00
H 7.087 2.490 -1.575 -0.0008 -0.0016 -0.0012 0.00
N -1.586 4.935 0.250 0.0023 0.0085 -0.0247 0.00
H -6.669 -1.600 -1.320 0.0064 -0.0006 -0.0059 0.00
C 6.135 2.637 -2.067 0.0004 0.0006 0.0113 0.00
C 0.468 -0.261 3.512 0.0060 0.0064 0.0559 0.05
H -2.531 4.628 0.048 -0.0005 -0.0034 0.0050 0.00
H -1.739 -3.785 3.442 0.0017 -0.0001 0.0034 0.00
H 3.243 -1.187 0.791 0.0115 -0.0009 0.0006 0.00
H 2.735 3.173 -3.840 -0.0036 0.0000 0.0002 0.00
F -1.075 -2.673 -6.136 0.0032 0.0027 -0.0037 0.00
C 0.124 -2.581 0.274 0.0508 -0.0284 -0.0341 0.06
N 0.043 3.966 1.654 -0.0470 -0.0063 0.0142 -0.01
H 0.583 -2.444 -0.701 -0.0048 0.0047 0.0038 0.00
H 7.003 3.491 -3.829 -0.0008 0.0001 -0.0005 0.00
O 2.868 -0.127 -2.606 -0.0118 0.0019 -0.0062 0.01
C 4.870 3.399 -3.979 -0.0072 -0.0066 -0.0085 0.00
C -6.306 -0.267 0.323 -0.0145 0.0163 0.0003 0.00
F -1.729 -4.465 -4.210 -0.0006 0.0034 0.0038 0.00
C 4.963 2.265 -1.431 0.0056 0.0028 -0.0197 0.00
C 2.981 -0.484 3.902 -0.0042 0.0096 -0.0036 0.00
H 0.935 -0.428 5.596 0.0055 0.0006 0.0043 0.00
H 2.892 -1.398 4.491 -0.0004 -0.0055 -0.0040 0.00
H -4.281 -1.923 -1.818 -0.0200 -0.0188 -0.0039 0.00
N -0.099 1.939 0.822 0.1115 0.0164 0.0403 -0.03
H -3.248 0.676 1.436 0.0143 0.0037 0.0021 -0.01
H 3.034 0.348 4.605 -0.0055 -0.0037 0.0026 0.00
N 1.864 -0.239 1.699 0.0558 0.0010 0.1106 0.02
C -3.613 -0.635 -0.224 -0.0218 0.0161 -0.0348 -0.01
Br -1.300 1.357 -2.946 -0.0067 -0.0087 0.0072 0.00
H 1.801 -3.707 1.041 -0.0028 -0.0019 -0.0035 0.00
N 2.114 0.344 -1.811 -0.0041 0.0076 -0.0127 0.01
F -0.886 -0.062 -5.546 0.0007 0.0050 -0.0036 0.00
C 1.791 -0.334 3.011 0.0174 0.0093 -0.0632 -0.02
H 1.282 2.402 2.387 0.0032 -0.0001 -0.0051 0.00
O -1.682 0.001 2.941 -0.0379 0.0116 0.0348 -0.03
O 1.153 -0.291 -1.335 0.0299 -0.0078 0.0110 0.00
C 3.748 2.461 -2.084 0.0128 -0.0095 0.0134 0.00
N -0.987 2.683 0.179 -0.0061 -0.0346 -0.0128 0.03
O 3.156 -0.286 1.133 -0.0275 -0.0101 -0.0043 0.00
C 6.085 3.200 -3.336 0.0032 0.0021 0.0026 0.00
C -4.002 0.204 0.819 0.0014 -0.0089 0.0085 0.01
C -1.220 -3.438 2.558 0.0101 0.0067 -0.0289 -0.01
C -1.611 -3.179 -3.911 0.0076 0.0034 0.0057 0.00
H -1.578 5.634 0.984 0.0007 -0.0034 0.0085 0.00
C 0.512 2.733 1.713 0.0204 0.0265 -0.0190 0.04
C -1.886 -2.663 1.647 0.0309 -0.0208 0.0236 0.04
H 4.977 1.822 -0.444 0.0020 0.0058 -0.0032 0.00
C 0.783 -3.386 1.230 0.0303 -0.0053 0.0021 0.01
N -0.484 -0.150 2.569 0.0324 -0.0399 -0.1065 -0.05
C -1.282 -2.267 -4.895 -0.0090 0.0215 0.0138 0.00
C -5.350 0.381 1.091 -0.0189 -0.0169 -0.0132 0.00
H 0.637 -4.403 3.096 -0.0036 -0.0030 0.0009 0.00
C 3.691 3.029 -3.354 0.0129 0.0034 0.0104 0.00
H 4.842 3.839 -4.966 0.0008 0.0012 0.0009 0.00
H -0.415 0.663 5.224 0.0062 -0.0002 0.0043 0.00
H 3.901 -0.516 3.328 0.0027 0.0014 0.0043 0.00
C -5.921 -1.097 -0.722 0.0131 0.0012 -0.0072 0.00
H -7.358 -0.124 0.535 0.0028 -0.0046 0.0042 0.00
C 0.131 -3.788 2.364 -0.0037 0.0071 0.0093 0.02
H -5.656 1.022 1.907 0.0132 0.0015 0.0040 0.00
Re 0.109 -0.155 0.624 -0.2672 0.0110 -0.0576 0.91
C -1.220 -2.212 0.486 -0.0823 -0.0039 0.0411 -0.09
C -1.827 -2.734 -2.616 -0.0256 -0.0374 -0.0044 0.00
H -2.915 -2.374 1.818 0.0062 -0.0005 -0.0058 0.00
S 2.266 2.023 -1.265 -0.0310 0.0064 -0.0118 0.01
P -1.850 -0.853 -0.524 0.0670 0.0320 0.0145 -0.01
C 0.075 -0.273 4.949 -0.0194 0.0062 -0.0125 0.00
```
Forces are in eV/Å.

As for the expectation value of S²: 0.7637. The spin multiplicity is 2. The calculation puts the frontier orbital gap (spin up / spin down) at 6.898 / 6.344 eV. The energy relative to the best compared isomer or geometry (same formula, charge and spin) comes out at 30.4 kJ/mol. As for the charge: +1.



Question: energy relative to the best compared isomer or geometry (same formula, charge and spin) of number 2 (C2H7NS2)?
Answer: 146.7 kJ/mol



Question: Which of these has the highest energy relative to the best compared isomer or geometry (same formula, charge and spin)?
Answer: C14H32BeN4O6